Here is C32H37AsBrINO6W as an isolated structure from OMol25. Energies are from ωB97M-V/def2-TZVPD.

The geometry in XYZ format:
```
80
Properties=species:S:1:pos:R:3:forces:R:3:lowdin_charge:R:1
W 1.137986 0.951627 0.871525 -0.14 0.58 0.55 1.570
C 4.589461 1.113372 1.004834 0.01 0.08 0.03 -0.043
O 3.280957 1.426109 1.568184 -0.07 -0.30 -0.03 -0.389
C 3.426804 2.045049 2.871288 0.07 0.05 -0.01 -0.120
C 2.144925 2.764422 3.181506 -0.06 -0.05 0.02 -0.089
O 1.058995 1.830550 2.891973 -0.03 0.10 0.03 -0.276
C 0.651312 1.061322 4.057973 0.02 0.07 -0.04 -0.086
C -0.043913 -0.141646 3.499090 -0.01 -0.06 -0.02 -0.129
O 0.829727 -0.665615 2.459796 0.17 0.02 -0.06 -0.411
C 1.758197 -1.648254 3.020714 -0.05 0.00 0.02 -0.038
H 5.158120 2.039413 0.942449 0.01 -0.02 0.00 0.115
H 4.443340 0.698532 0.017098 -0.01 0.00 -0.04 0.029
H 5.097005 0.395172 1.647841 -0.01 -0.01 -0.01 0.115
H 4.254680 2.754863 2.842364 0.00 -0.02 -0.01 0.156
H 3.666048 1.261629 3.594960 -0.02 0.01 0.01 0.144
H 1.984034 3.631789 2.552588 0.02 0.01 -0.01 0.138
H 2.083945 3.061918 4.226897 0.01 -0.02 0.00 0.160
H 0.001836 1.678914 4.677547 -0.02 0.00 -0.03 0.164
H 1.547071 0.794065 4.620039 -0.03 -0.02 0.04 0.140
H -0.983185 0.119251 3.022562 -0.02 0.00 0.02 0.104
H -0.219901 -0.905609 4.254293 0.04 0.00 0.00 0.157
H 1.164027 -2.437972 3.474263 0.02 -0.02 0.00 0.116
H 2.396167 -1.174025 3.765277 -0.01 0.00 0.01 0.107
H 2.355478 -2.048499 2.214094 0.00 0.00 0.00 0.007
N 0.782747 1.331882 -1.344693 -0.01 -0.05 0.11 -0.117
C 1.330295 2.628471 -1.782361 0.06 -0.02 -0.07 -0.080
C 1.210324 3.558673 -0.610318 0.05 -0.16 0.30 -0.463
O 1.066655 4.721889 -0.560795 0.05 0.00 -0.05 0.234
O 1.282843 2.782860 0.566418 -0.16 0.52 -0.29 -0.248
H 1.151457 0.584755 -1.936774 -0.03 0.03 -0.14 -0.094
H -0.225518 1.355256 -1.503813 -0.04 0.01 -0.02 0.063
H 0.804280 3.030072 -2.646315 0.00 0.01 0.00 0.156
H 2.386730 2.508642 -2.032481 -0.01 0.03 -0.03 0.154
O -0.764606 0.932601 0.903177 0.18 -0.48 -0.29 -0.566
As -2.170532 0.218585 0.056554 0.06 0.04 0.13 1.371
C -2.610908 1.531788 -1.228506 -0.03 0.11 -0.06 -0.335
C -2.200166 2.852486 -1.025087 -0.02 0.02 -0.02 -0.103
C -2.604998 3.831434 -1.920586 0.00 -0.02 0.02 -0.032
C -3.426723 3.492868 -2.989470 -0.01 0.00 -0.01 -0.016
C -3.855308 2.183128 -3.168183 0.00 -0.02 -0.01 -0.025
C -3.454446 1.190328 -2.286306 0.04 0.04 -0.05 -0.074
C -3.442475 0.003414 1.422282 -0.01 0.01 0.13 -0.330
C -4.237347 -1.141053 1.432011 -0.05 0.02 0.06 -0.077
C -5.240003 -1.247270 2.386172 0.03 -0.01 -0.02 -0.031
C -5.432995 -0.227490 3.307036 -0.01 0.00 0.01 -0.020
C -4.637572 0.914805 3.283941 0.01 0.01 -0.01 -0.039
C -3.638477 1.043141 2.334581 -0.07 -0.03 -0.01 -0.092
C -1.590386 -1.420946 -0.657380 -0.03 -0.16 0.02 -0.348
C -1.329517 -1.566776 -2.018114 0.12 0.00 -0.01 -0.104
C -0.865643 -2.788120 -2.487956 0.01 0.08 -0.02 -0.052
C -0.668044 -3.840646 -1.606647 0.01 -0.04 0.04 -0.026
C -0.930088 -3.690463 -0.247337 0.02 -0.03 -0.03 -0.044
C -1.395029 -2.481043 0.235593 0.02 0.04 -0.05 -0.115
H -1.604967 3.125556 -0.160707 0.03 -0.02 0.00 0.105
H -2.298989 4.858755 -1.772374 0.00 -0.01 0.00 0.128
H -3.750164 4.259815 -3.680585 0.00 0.00 0.00 0.130
H -4.508283 1.934814 -3.993835 0.00 0.00 0.01 0.129
H -3.805900 0.174837 -2.426309 0.01 -0.01 0.01 0.119
H -4.092789 -1.935460 0.710568 -0.01 0.01 -0.01 0.111
H -5.871743 -2.124667 2.406085 0.00 0.00 0.00 0.127
H -6.218741 -0.316509 4.045359 0.00 0.01 0.00 0.129
H -4.811655 1.710171 3.995922 0.00 0.00 0.00 0.124
H -3.039257 1.945792 2.296990 0.02 0.00 -0.01 0.112
H -1.476997 -0.747180 -2.710834 -0.04 0.01 -0.02 0.100
H -0.661619 -2.916625 -3.542056 0.00 0.01 -0.02 0.123
H -0.313949 -4.792159 -1.981234 0.00 0.00 0.00 0.130
H -0.784062 -4.523980 0.426720 -0.01 0.00 0.00 0.125
H -1.617047 -2.367515 1.290444 0.00 0.00 0.00 0.111
Br 1.757066 -0.459809 -4.172443 -0.01 -0.03 0.05 0.784
C 2.581929 -2.180169 -4.036998 0.04 -0.04 0.04 -0.690
C 2.906482 -2.853431 -5.209107 0.01 -0.02 -0.03 -0.106
C 3.526060 -4.093139 -5.116742 -0.01 0.02 0.02 -0.047
C 3.823872 -4.656436 -3.883106 0.01 -0.02 -0.03 -0.051
C 3.501714 -3.985769 -2.701542 -0.06 0.04 0.01 -0.098
C 2.885826 -2.771428 -2.845244 -0.02 0.04 -0.11 -0.176
I 2.275799 -1.112085 -0.326795 -0.04 -0.36 -0.05 0.919
H 2.686851 -2.413025 -6.172983 0.00 0.01 0.01 0.116
H 3.784471 -4.620281 -6.024687 0.00 0.00 0.00 0.125
H 4.313436 -5.619865 -3.830520 0.00 0.00 0.01 0.122
H 3.734988 -4.419856 -1.737783 0.01 0.01 0.01 0.108
```
Positions in Å, forces in eV/Å.

The net charge is +3. As for the multiplicity: 3. The value obtained for the relative energy (zero: lowest compared OMol25 entry of this formula, charge and spin) is 1.7742 eV. For the HOMO energy (alpha / beta), the calculation gives -15.882 / -15.810 eV. The orbital gap (alpha / beta) is 5.59 / 5.92 eV. Its expectation value of S² is 2.02.